1.
{"formula": "C46H25F15GeN4SW", "method": "ωB97M-V/def2-TZVPD", "charge": 2, "homo_energy_ev": [-12.73, -13.12], "relative_energy_kcal_mol": 8.9, "multiplicity": 3, "s2": 2.026, "total_energy_ha": -6026.6269, "lumo_energy_ha": [-0.224, -0.243], "max_force_ha_per_bohr": 0.029, "mol_weight_g_mol": 1207.2, "elements": ["W", "C", "N", "C", "C", "C", "C", "C", "C", "N", "C", "C", "C", "C", "C", "C", "N", "C", "C", "C", "C", "C", "N", "H", "H", "H", "H", "H", "H", "H", "H", "H", "H", "H", "H", "H", "H", "H", "H", "H", "H", "F", "C", "C", "C", "F", "C", "F", "C", "F", "C", "F", "Ge", "S", "C", "C", "F", "C", "F", "C", "F", "C", "F", "C", "F", "C", "C", "F", "C", "F", "C", "F", "C", "F", "C", "F", "C", "C", "C", "C", "C", "C", "C", "C", "C", "C", "H", "H", "H", "H", "H", "H", "H"], "xyz": [[-0.834, -1.014, -0.828], [-3.573, -2.310, -1.096], [-2.829, -1.522, -0.063], [-3.564, -0.260, 0.214], [-3.371, 0.667, -0.954], [-4.258, 1.692, -1.223], [-4.089, 2.448, -2.373], [-3.061, 2.113, -3.245], [-2.190, 1.105, -2.890], [-2.306, 0.418, -1.742], [-2.612, -2.313, 1.171], [-1.619, -3.390, 0.847], [-1.660, -4.652, 1.403], [-0.686, -5.575, 1.049], [0.271, -5.206, 0.117], [0.247, -3.929, -0.403], [-0.667, -3.016, -0.034], [-2.772, -2.733, -2.306], [-3.351, -3.604, -3.212], [-2.685, -3.912, -4.386], [-1.448, -3.323, -4.617], [-0.923, -2.482, -3.662], [-1.558, -2.191, -2.511], [-4.393, -1.697, -1.474], [-4.028, -3.189, -0.637], [-3.161, 0.203, 1.113], [-4.626, -0.457, 0.379], [-5.068, 1.890, -0.533], [-4.763, 3.264, -2.593], [-2.930, 2.624, -4.188], [-1.355, 0.849, -3.527], [-3.541, -2.725, 1.569], [-2.185, -1.644, 1.923], [-2.437, -4.903, 2.111], [-0.685, -6.564, 1.488], [1.035, -5.900, -0.202], [0.987, -3.618, -1.127], [-4.325, -4.025, -2.996], [-3.124, -4.590, -5.105], [-0.899, -3.519, -5.527], [0.047, -2.024, -3.807], [1.414, 3.382, 4.137], [0.199, 3.750, 3.726], [-0.261, 3.325, 2.492], [-1.503, 3.779, 2.079], [-1.971, 3.385, 0.875], [-2.282, 4.612, 2.853], [-3.472, 5.025, 2.425], [-1.805, 5.008, 4.096], [-2.538, 5.798, 4.857], [-0.562, 4.578, 4.536], [-0.115, 4.963, 5.722], [0.687, 2.133, 1.249], [-0.707, 0.435, 1.174], [2.505, 1.597, 1.775], [3.650, 1.788, 1.019], [3.574, 2.305, -0.213], [4.898, 1.422, 1.493], [5.982, 1.595, 0.747], [5.006, 0.853, 2.753], [6.192, 0.494, 3.210], [3.873, 0.626, 3.522], [3.983, 0.049, 4.712], [2.644, 0.987, 3.013], [1.533, 0.740, 3.720], [0.881, 3.249, -0.388], [0.845, 2.729, -1.659], [0.642, 1.394, -1.805], [1.066, 3.475, -2.795], [0.990, 2.908, -4.003], [1.381, 4.817, -2.654], [1.615, 5.553, -3.725], [1.463, 5.379, -1.387], [1.793, 6.652, -1.255], [1.202, 4.592, -0.276], [1.298, 5.141, 0.937], [3.978, -2.624, 2.420], [2.609, -2.548, 2.739], [1.707, -2.072, 1.826], [2.126, -1.648, 0.544], [1.224, -1.203, -0.463], [1.711, -0.838, -1.697], [3.085, -0.858, -2.004], [3.962, -1.294, -1.051], [3.514, -1.714, 0.227], [4.418, -2.210, 1.194], [4.678, -2.995, 3.156], [2.276, -2.862, 3.720], [0.661, -1.993, 2.088], [1.010, -0.506, -2.479], [3.437, -0.544, -2.977], [5.023, -1.327, -1.267], [5.470, -2.266, 0.940]], "atomic_forces_ev_per_a": [[1.1, 0.6, 0.7], [0.0, -0.1, -0.2], [0.0, 0.0, 0.0], [-0.1, 0.3, 0.1], [-0.1, 0.0, 0.0], [0.0, 0.0, 0.0], [0.1, -0.1, 0.0], [0.0, 0.0, 0.0], [0.2, 0.1, 0.0], [-0.1, 0.2, 0.1], [0.1, -0.1, 0.2], [-0.1, 0.1, 0.0], [0.0, 0.0, 0.1], [0.0, 0.1, 0.0], [-0.1, -0.1, 0.1], [0.1, -0.1, -0.1], [-0.2, -0.5, 0.1], [0.0, 0.0, 0.0], [0.0, 0.0, 0.0], [0.1, 0.1, 0.1], [-0.1, -0.1, -0.1], [0.2, 0.1, 0.0], [-0.5, -0.3, -0.4], [0.0, 0.0, 0.1], [0.0, 0.0, 0.1], [0.1, -0.1, 0.0], [0.0, -0.1, -0.1], [0.0, 0.0, 0.0], [0.0, 0.0, 0.0], [0.0, 0.0, 0.0], [0.1, 0.0, 0.0], [-0.1, 0.0, -0.1], [0.0, 0.0, 0.0], [0.0, 0.0, 0.0], [0.0, 0.0, 0.0], [0.0, 0.0, 0.0], [0.0, 0.1, 0.0], [0.0, 0.0, 0.0], [0.0, 0.0, 0.0], [0.1, 0.0, 0.0], [0.0, 0.0, 0.0], [0.0, 0.1, 0.2], [-0.1, 0.0, -0.2], [0.1, -0.3, -0.1], [0.2, -0.1, 0.2], [-0.2, 0.1, 0.0], [0.0, 0.0, 0.0], [0.0, 0.0, 0.0], [0.0, 0.0, -0.1], [0.0, 0.0, 0.0], [0.1, 0.0, 0.1], [0.0, 0.0, 0.0], [0.5, 0.7, -0.2], [-0.3, -0.4, -0.5], [-0.4, 0.0, 0.0], [-0.1, -0.1, 0.1], [0.1, 0.1, 0.0], [-0.1, 0.0, 0.0], [0.0, 0.0, 0.0], [0.0, 0.0, 0.0], [0.0, 0.0, 0.0], [-0.1, 0.0, 0.0], [0.0, 0.0, 0.0], [0.0, 0.1, -0.2], [0.1, -0.1, 0.1], [0.0, -0.3, 0.3], [0.0, 0.2, 0.2], [-0.4, 0.5, -0.2], [0.0, -0.1, 0.0], [0.0, 0.0, 0.0], [0.0, 0.0, 0.0], [0.0, 0.0, 0.0], [0.0, 0.0, 0.0], [0.0, 0.0, 0.0], [-0.1, -0.2, 0.0], [0.1, 0.2, -0.1], [0.1, 0.1, 0.0], [-0.1, 0.0, 0.0], [0.0, 0.0, 0.0], [0.2, -0.1, 0.0], [-0.1, 0.1, -0.3], [-0.5, -0.5, 0.1], [0.2, 0.0, 0.0], [0.0, 0.1, -0.2], [-0.3, 0.0, 0.1], [0.1, 0.0, 0.0], [0.0, 0.0, 0.0], [0.0, 0.0, 0.0], [0.0, 0.0, 0.0], [0.2, -0.2, -0.1], [0.0, 0.0, 0.0], [0.0, 0.0, 0.0], [0.0, 0.0, 0.0]], "lowdin_spin": [1.59, 0.01, 0.00, 0.01, 0.00, 0.00, 0.00, 0.00, 0.00, 0.01, 0.00, 0.01, 0.00, 0.02, 0.00, 0.01, 0.01, 0.01, 0.00, 0.01, 0.00, 0.02, 0.02, 0.00, 0.00, 0.00, 0.00, 0.00, 0.00, 0.00, 0.00, 0.00, 0.00, 0.00, 0.00, 0.00, 0.00, 0.00, 0.00, 0.00, 0.00, 0.00, 0.00, 0.00, 0.00, 0.00, 0.00, 0.00, 0.00, 0.00, 0.00, 0.00, 0.02, 0.08, 0.00, 0.00, 0.00, 0.00, 0.00, 0.00, 0.00, 0.00, 0.00, 0.00, 0.00, 0.00, 0.00, 0.01, 0.00, 0.00, 0.00, 0.00, 0.00, 0.00, 0.00, 0.00, 0.00, 0.01, 0.00, 0.01, -0.02, 0.06, -0.01, 0.05, 0.00, 0.01, 0.00, 0.00, 0.00, 0.01, 0.00, 0.00, 0.00]}

***

2.
{"formula": "C46H30N3O7S", "method": "ωB97M-V/def2-TZVPD", "charge": -1, "homo_energy_ev": -3.50, "multiplicity": 1, "total_energy_ha": -2860.1085, "lumo_energy_ha": 0.016, "max_force_ha_per_bohr": 0.037, "mol_weight_g_mol": 768.8, "elements": ["N", "C", "O", "C", "C", "N", "N", "C", "S", "H", "H", "H", "H", "H", "H", "C", "C", "C", "C", "C", "C", "C", "O", "C", "C", "C", "C", "C", "C", "C", "O", "H", "H", "H", "H", "H", "H", "H", "H", "C", "C", "C", "C", "C", "C", "C", "O", "C", "C", "C", "C", "C", "C", "C", "O", "H", "H", "H", "H", "H", "H", "H", "H", "C", "C", "C", "C", "C", "C", "C", "O", "C", "C", "C", "C", "C", "C", "C", "O", "H", "H", "H", "H", "H", "H", "H", "H"], "xyz": [[0.871, 5.794, 4.707], [-0.495, 5.377, 4.753], [-1.329, 6.151, 5.144], [-0.937, 3.974, 4.367], [0.028, 3.198, 3.442], [-0.297, 3.274, 2.049], [-0.698, 4.671, 1.722], [0.154, 5.227, 1.099], [1.214, 6.342, 0.649], [1.292, 5.625, 3.802], [1.416, 5.375, 5.445], [-1.143, 3.377, 5.250], [-1.893, 4.108, 3.880], [1.069, 3.511, 3.629], [-0.011, 2.143, 3.716], [-2.349, 1.237, 1.472], [-3.614, 0.686, 1.670], [-3.834, -0.669, 1.475], [-2.792, -1.484, 1.064], [-1.522, -0.930, 0.840], [-1.306, 0.427, 1.059], [-0.405, -1.780, 0.349], [0.699, -1.317, 0.151], [-0.672, -3.225, 0.089], [0.343, -4.021, -0.424], [0.115, -5.365, -0.661], [-1.127, -5.923, -0.378], [-2.144, -5.133, 0.129], [-1.924, -3.780, 0.356], [-3.039, -2.935, 0.869], [-4.124, -3.428, 1.111], [-2.170, 2.293, 1.637], [-4.433, 1.322, 1.982], [-4.817, -1.092, 1.635], [-0.330, 0.858, 0.905], [1.309, -3.585, -0.640], [0.907, -5.983, -1.065], [-1.302, -6.976, -0.557], [-3.113, -5.562, 0.346], [-6.586, -3.754, -8.316], [-7.254, -4.403, -7.282], [-6.874, -4.189, -5.969], [-5.818, -3.334, -5.682], [-5.134, -2.701, -6.720], [-5.529, -2.906, -8.036], [-3.968, -1.815, -6.438], [-3.379, -1.263, -7.345], [-3.544, -1.635, -5.024], [-2.427, -0.859, -4.743], [-2.027, -0.672, -3.431], [-2.747, -1.252, -2.392], [-3.859, -2.031, -2.664], [-4.257, -2.234, -3.980], [-5.433, -3.101, -4.260], [-6.064, -3.612, -3.359], [-6.890, -3.916, -9.342], [-8.072, -5.075, -7.504], [-7.394, -4.688, -5.163], [-5.005, -2.404, -8.838], [-1.870, -0.406, -5.552], [-1.154, -0.071, -3.213], [-2.434, -1.099, -1.367], [-4.416, -2.487, -1.856], [3.569, 3.682, 0.829], [2.985, 2.472, 1.183], [3.713, 1.529, 1.892], [5.033, 1.787, 2.240], [5.630, 2.996, 1.863], [4.888, 3.942, 1.168], [7.052, 3.277, 2.182], [7.579, 4.326, 1.863], [7.836, 2.231, 2.903], [9.183, 2.449, 3.163], [9.920, 1.494, 3.841], [9.312, 0.319, 4.271], [7.972, 0.096, 4.010], [7.231, 1.045, 3.318], [5.794, 0.773, 3.015], [5.274, -0.257, 3.394], [3.002, 4.431, 0.287], [1.960, 2.274, 0.911], [3.256, 0.592, 2.171], [5.344, 4.882, 0.890], [9.652, 3.364, 2.830], [10.971, 1.664, 4.038], [9.888, -0.424, 4.808], [7.496, -0.818, 4.339]], "atomic_forces_ev_per_a": [[-0.1, 0.4, -0.2], [-0.6, -0.1, 0.4], [-0.1, 0.3, 0.2], [0.9, 0.0, -0.5], [-0.4, 0.5, -0.2], [-0.2, -1.2, -0.4], [0.1, -0.6, 0.2], [0.2, 1.9, 0.3], [0.0, -0.3, -0.5], [0.1, -0.3, 0.0], [0.1, -0.2, -0.1], [0.2, 0.2, 0.5], [-0.2, -0.1, -0.2], [0.1, 0.0, 0.5], [0.0, -0.3, -0.1], [-0.7, -0.1, 0.0], [0.2, -0.1, -0.1], [-0.2, 0.2, 0.1], [0.2, -0.1, 0.0], [-0.1, -0.1, 0.2], [0.0, -0.1, -0.1], [0.2, 0.2, 0.0], [0.0, 0.0, 0.0], [-0.1, 0.0, 0.0], [0.1, -0.1, -0.1], [-0.1, 0.0, 0.0], [0.0, 0.0, 0.0], [0.0, -0.2, -0.1], [0.1, 0.1, 0.0], [-0.3, 0.0, 0.1], [0.0, 0.0, 0.0], [0.3, 0.0, 0.0], [0.0, 0.0, 0.0], [0.0, -0.1, 0.0], [0.1, 0.1, 0.0], [0.0, 0.1, 0.1], [0.0, 0.0, 0.0], [0.0, 0.0, 0.0], [-0.1, 0.1, 0.0], [0.0, 0.0, 0.0], [0.0, 0.0, 0.0], [-0.1, -0.1, -0.1], [0.1, 0.1, -0.1], [0.0, 0.0, 0.1], [-0.1, -0.1, -0.1], [0.2, 0.2, -0.1], [0.0, 0.0, 0.0], [-0.1, -0.1, 0.1], [0.1, 0.1, 0.1], [0.0, 0.0, 0.0], [0.1, 0.0, -0.1], [0.1, 0.0, 0.1], [0.0, 0.0, -0.2], [-0.1, -0.1, 0.2], [0.0, 0.0, 0.0], [0.0, 0.0, 0.0], [0.0, 0.0, 0.0], [0.1, 0.1, 0.1], [0.1, 0.0, 0.1], [-0.1, 0.0, -0.1], [0.0, 0.0, 0.0], [-0.1, 0.1, -0.2], [-0.1, -0.1, -0.1], [0.1, 0.1, -0.1], [0.1, -0.1, 0.0], [-0.1, 0.1, -0.1], [0.1, 0.0, 0.0], [0.0, -0.1, 0.1], [-0.1, 0.0, -0.1], [0.0, 0.3, -0.1], [0.0, -0.1, 0.0], [-0.1, -0.1, 0.0], [0.2, 0.0, 0.1], [0.0, 0.0, 0.0], [0.0, 0.0, 0.0], [0.1, -0.1, 0.1], [0.0, 0.1, 0.0], [-0.2, -0.2, 0.0], [0.1, 0.0, 0.0], [0.0, -0.2, 0.1], [-0.2, 0.1, 0.1], [0.0, -0.1, 0.1], [0.1, 0.0, 0.0], [-0.1, 0.1, 0.0], [0.0, 0.0, 0.0], [0.0, 0.0, 0.0], [-0.1, 0.0, -0.1]], "mulliken_charge": [-0.59, 0.46, -0.53, -0.64, -0.77, -0.12, -0.58, 0.38, -0.44, 0.25, 0.29, 0.52, 0.22, 0.34, 0.36, -0.55, -0.71, -0.68, 0.90, -0.20, -0.81, 0.81, -0.72, 0.15, -0.60, -0.52, -0.45, -0.73, 0.22, 0.68, -0.71, 0.52, 0.42, 0.50, 0.85, 0.49, 0.40, 0.40, 0.49, -0.45, -0.48, -0.51, 0.18, 0.12, -0.59, 0.73, -0.67, 0.21, -0.91, -0.83, -0.10, -0.62, -0.22, 0.50, -0.66, 0.40, 0.40, 0.47, 0.47, 0.46, 0.52, 0.69, 0.71, -0.74, -0.02, -0.82, 0.28, 0.26, -0.75, 0.61, -0.68, 0.16, -0.55, -0.45, -0.47, -0.53, 0.19, 0.47, -0.67, 0.50, 0.35, 0.56, 0.47, 0.46, 0.39, 0.39, 0.47]}